*1*
10
Properties=species:S:1:pos:R:3 method="wB97M-V/def2-TZVPD" lumo_energy_ev=0.44 homo_energy_ev=-8.9 spin_multiplicity=1 orbital_gap_ev=9.340 smiles=COPNCl charge=0
C -1.38 -0.73 -0.77
O -0.67 -0.16 0.38
P 0.32 1.11 0.08
N 1.75 0.49 0.92
Cl 2.34 -0.95 -0.01
H -2.35 -1.19 -0.28
H -0.75 -1.62 -1.32
H -1.72 -0.05 -1.49
H 0.00 1.97 1.33
H 2.47 1.13 1.17

*2*
10
Properties=species:S:1:pos:R:3 method="wB97M-V/def2-TZVPD" lumo_energy_ev=0.76 homo_energy_ev=-8.9 spin_multiplicity=1 orbital_gap_ev=9.646 smiles=COPNCl charge=0
C -1.20 -0.93 -0.26
O -0.70 0.32 0.23
P 0.47 1.25 -0.36
N 2.16 0.84 0.60
Cl 2.94 -0.53 -0.19
H -1.17 -1.45 0.61
H -0.47 -1.52 -0.93
H -2.08 -0.65 -0.84
H 0.39 2.20 0.66
H 2.81 1.61 0.45

Stability order, top to bottom: *1*, *2*